Run a
C3H7N4 | ωB97M-V/def2-TZVPD

CARTESIAN COORDINATES (ANGSTROEM)
C -0.06720 0.01719 0.15049
C 3.19608 -0.02124 -0.58628
C -1.42582 0.62927 0.29787
N 3.76993 -0.51580 0.55526
N 4.07315 0.65036 0.22679
N 0.96622 0.76618 -0.00075
N 0.02276 -1.30474 0.20532
H 2.97272 -0.21658 -1.60640
H -2.18405 -0.04350 -0.09666
H -1.62640 0.80447 1.35341
H -1.48887 1.58104 -0.22328
H 0.89171 1.76629 -0.06835
H -0.80055 -1.86083 0.36122
H 0.91760 -1.77249 0.17701

Values from the calculation:
E_HOMO (alpha / beta) = -13.8 / -14.5 eV
expectation value of S² = 2.053
spin multiplicity = 3
Kohn-Sham gap (alpha / beta) = 7.59 / 5.34 eV
net charge = +1


Run b
C3H7N4 | ωB97M-V/def2-TZVPD

CARTESIAN COORDINATES (ANGSTROEM)
C -2.01446 0.64693 0.18991
C 0.39362 -0.47877 0.05476
C 1.23434 -0.11317 -1.15303
N -1.93174 -0.71455 -0.26164
N -0.79962 -1.10718 -0.33583
N -0.92531 1.17363 0.36948
N 0.93905 -0.75353 1.22306
H -3.09124 0.99919 0.38969
H 1.53366 -0.93593 -1.88510
H 2.16256 0.34243 -0.85423
H 0.63585 0.65265 -1.66788
H -0.55700 2.08244 0.57122
H 0.48180 -1.24384 1.94622
H 1.93850 -0.55030 1.41337

Values from the calculation:
E_HOMO (alpha / beta) = -12.6 / -15.2 eV
expectation value of S² = 2.009
spin multiplicity = 3
Kohn-Sham gap (alpha / beta) = 8.82 / 7.79 eV
net charge = +1


Stability, lowest: run a


Run a
C16H17NO | ωB97M-V/def2-TZVPD

CARTESIAN COORDINATES (ANGSTROEM)
C 1.48809 5.33285 -0.24675
C 1.71479 3.94837 0.33177
C 2.85442 3.47728 0.88920
N 2.59021 2.28112 1.55523
C 1.27225 1.94133 1.21648
C 0.64602 0.73002 1.41730
C -0.72738 0.68826 1.16478
C -1.35159 1.71477 0.45652
C -0.61853 2.79093 -0.01826
C 0.64206 3.03228 0.50207
H 0.49203 5.42618 -0.69060
H 2.23357 5.72506 -0.92454
H 1.34763 5.98927 0.62499
H 3.70864 4.10096 1.09153
H 3.33210 1.67630 1.86936
H 1.02959 -0.17366 1.88228
H -1.25359 -0.21585 1.41630
H -2.33631 1.57978 0.01637
H -1.13095 3.54496 -0.61135
C 0.30603 -4.70532 -2.28866
C -0.23285 -3.74761 -1.26771
C -0.56497 -2.40868 -1.54036
C -1.48959 -1.73134 -0.75221
C -2.02319 -2.32881 0.38909
O -3.08729 -1.61200 0.96223
C -1.53145 -3.56176 0.78611
C -0.68331 -4.24001 -0.06465
H 0.91535 -4.26487 -3.08248
H -0.53699 -5.21841 -2.76900
H 0.91909 -5.51496 -1.86387
H -0.07647 -1.92327 -2.37653
H -1.82750 -0.78631 -1.16021
H -3.68809 -2.32094 1.19616
H -1.77089 -3.91360 1.78625
H -0.56091 -5.31230 0.10318

Values from the calculation:
E_HOMO = -7.6 eV
spin multiplicity = 1
SMILES string = Cc1c[nH]c2ccccc12.Cc1ccc(O)cc1
Kohn-Sham gap = 8.45 eV
net charge = 0


Run b
C16H17NO | ωB97M-V/def2-TZVPD

CARTESIAN COORDINATES (ANGSTROEM)
C -2.68359 -3.00279 -1.88976
C -1.67069 -2.13903 -1.23237
C -2.11685 -1.16722 -0.38273
N -1.01197 -0.74866 0.34849
C 0.10900 -1.55092 0.04346
C 1.42133 -1.67108 0.56615
C 2.20259 -2.37470 -0.17886
C 1.95209 -2.96512 -1.45864
C 0.62705 -2.99802 -1.89117
C -0.25696 -2.33786 -1.12744
H -2.69962 -4.00361 -1.21622
H -2.48917 -3.20345 -2.94963
H -3.73424 -2.55709 -1.83341
H -3.04850 -0.51535 -0.32534
H -0.95908 -0.13025 1.13961
H 1.62995 -0.97220 1.41910
H 3.21009 -2.50446 0.20280
H 2.81448 -3.20024 -2.01060
H 0.31236 -3.44337 -2.87018
C -1.51288 4.12102 0.41924
C -0.44497 3.14314 0.77506
C -0.50670 2.21665 1.84214
C 0.61610 1.47381 2.26583
C 1.78440 1.61640 1.41062
O 2.67927 0.69918 1.72953
C 1.79633 2.39807 0.28608
C 0.69374 3.10511 -0.06665
H -0.98544 4.90394 -0.15102
H -1.92245 4.51472 1.31002
H -2.24672 3.68766 -0.07396
H -1.35705 1.93309 2.36499
H 0.72217 0.85540 3.16727
H 3.61954 0.74450 1.57940
H 2.74684 2.41981 -0.15384
H 0.70955 3.65293 -1.05797

Values from the calculation:
E_HOMO = -7.5 eV
spin multiplicity = 1
SMILES string = Cc1c[nH]c2ccccc12.Cc1ccc(O)cc1
Kohn-Sham gap = 8.12 eV
net charge = 0


Stability, lowest: run b


Run a
C2H10NO5 | ωB97M-V/def2-TZVPD

CARTESIAN COORDINATES (ANGSTROEM)
O 2.16217 0.48592 -0.00929
C 0.94840 0.59348 -0.15689
N -0.01223 0.42886 0.76876
C -1.42346 0.28328 0.33368
O -1.71062 -0.93484 -0.08237
H 0.57204 0.66326 -1.18254
H 0.06526 -0.14117 1.60732
H -1.98539 0.49921 1.27897
H -1.67604 1.14512 -0.30211
H -0.99357 -3.35597 1.70962
H -1.56570 -1.92990 1.13409
O -1.17698 -2.43887 1.96928
H 2.72637 3.36810 -0.47203
H 3.33985 2.09294 0.06565
O 3.61087 3.02330 -0.20087
H -1.34040 -0.94369 -1.55600
H -0.48670 -1.77131 -2.36948
O -1.05387 -1.06771 -2.53581

Values from the calculation:
E_HOMO = -5.1 eV
spin multiplicity = 1
Kohn-Sham gap = 8.88 eV
net charge = -1


Run b
C2H10NO5 | ωB97M-V/def2-TZVPD

CARTESIAN COORDINATES (ANGSTROEM)
C 0.40863 -0.03095 -1.94072
N -0.59753 0.12038 -0.86279
C -0.32655 1.02458 0.21490
O -1.29559 1.15574 1.02402
O 0.88240 1.35464 0.33155
H 0.04153 -0.78650 -2.64023
H 1.39407 -0.31619 -1.44390
H 0.57984 0.75608 -2.63899
H -1.50562 0.24473 -1.19290
H -1.97364 -0.29142 1.26002
H -3.22228 -0.68521 1.97442
O -2.56833 -1.07868 1.44288
H -0.93633 -2.18529 0.47388
H 0.42907 -1.56493 0.08508
O 0.01226 -2.36870 0.28657
H 3.54974 -0.11999 0.14723
H 2.48416 0.99911 -0.30420
O 3.32547 0.58014 -0.50078

Values from the calculation:
E_HOMO = -5.4 eV
spin multiplicity = 1
Kohn-Sham gap = 9.21 eV
net charge = -1


Stability, lowest: run a


Run a
C4H4OS3 | ωB97M-V/def2-TZVPD

CARTESIAN COORDINATES (ANGSTROEM)
C -0.88253 -0.17952 -0.10512
C 1.42101 -1.15023 0.67414
C 2.02550 0.85101 -0.30265
C 0.86066 1.48032 -0.52157
H 1.87379 -2.10035 1.08787
H 0.79423 -0.82848 1.71574
H 2.95220 1.24834 -0.81512
H 0.93282 2.50134 -1.00447
O 2.59365 -0.31077 0.32527
S -2.55503 -0.30404 0.07058
S 0.13124 -1.45411 -0.50667
S -0.56684 1.48663 0.30764

Values from the calculation:
E_HOMO = -8.1 eV
spin multiplicity = 1
Kohn-Sham gap = 7.42 eV
net charge = 0


Run b
C4H4OS3 | ωB97M-V/def2-TZVPD

CARTESIAN COORDINATES (ANGSTROEM)
C -0.06934 1.54730 -0.56625
C 0.00663 0.28409 -0.22699
C 1.51471 -0.13302 0.07051
O 2.44686 0.58029 -0.23283
S 1.65170 -1.69240 0.84162
C -1.15454 -0.59540 -0.08495
S -1.34048 -2.00215 -0.84754
S -2.37640 0.06593 1.05706
H -1.03261 1.90588 -0.88293
H 0.77807 2.23517 -0.47549
H 2.98484 -1.56508 0.85099
H -3.40944 -0.63061 0.49680

Values from the calculation:
E_HOMO = -9.1 eV
spin multiplicity = 1
SMILES string = C=C(C(=O)S)C(=S)S
Kohn-Sham gap = 8.08 eV
net charge = 0


Stability, lowest: run a